H12O6Ti | ωB97M-V/def2-TZVPD

Calculated values
Gap between HOMO and LUMO (spin up / spin down), eV: 4.78 / 11.71
LUMO (spin up / spin down), eV: -2.91 / -3.27
Electronic energy, eV: -35588.0078

```
! wB97M-V def2-TZVPD RIJCOSX def2/J DEFGRID3
* xyz 1 4
Ti -0.096 -0.252 -0.091
O -2.228 1.118 1.176
O 0.620 1.981 -0.308
O -0.671 -2.486 0.190
O 0.887 0.415 2.155
O -0.624 0.057 -2.430
O 1.951 -1.235 -0.400
H 0.964 1.852 -1.192
H -1.463 -0.351 -2.643
H -0.906 -2.958 0.989
H 0.566 1.189 1.693
H 2.041 -2.072 -0.856
H 0.404 2.913 -0.269
H -2.141 2.049 0.970
H 2.848 -0.915 -0.308
H -0.118 0.002 -3.240
H 1.207 0.751 2.992
H -0.652 -3.159 -0.490
H -2.587 1.101 2.063
*
```

***

H12O6Ti | ωB97M-V/def2-TZVPD

Calculated values
Gap between HOMO and LUMO (spin up / spin down), eV: 5.45 / 5.63
LUMO (spin up / spin down), eV: -7.30 / -14.32
Electronic energy, eV: -35572.6264

```
! wB97M-V def2-TZVPD RIJCOSX def2/J DEFGRID3
* xyz 2 5
Ti 0.114 0.055 -0.456
O -1.598 0.137 2.146
O 1.468 0.732 1.432
O -0.702 -1.130 -2.221
O 2.066 0.751 -1.615
O 0.129 -2.149 0.498
O -1.314 2.046 -0.423
H -0.718 -2.416 0.140
H -0.390 -2.018 -2.392
H -1.803 2.152 -1.239
H 0.435 -2.915 0.985
H -1.963 2.187 0.266
H -1.652 -1.185 -2.327
H -1.981 0.980 2.387
H 2.853 1.296 -1.597
H -0.680 0.206 2.408
H 1.107 1.097 2.240
H 2.259 0.269 1.711
H 2.368 -0.096 -1.943
*
```

***

H13O6 | ωB97M-V/def2-TZVPD

Calculated values
Gap between HOMO and LUMO, eV: 12.74
LUMO, eV: -3.14
Electronic energy, eV: -12490.0283

```
! wB97M-V def2-TZVPD RIJCOSX def2/J DEFGRID3
* xyz 1 1
O -0.410 -1.548 1.573
O 1.313 1.606 -0.288
O -0.221 1.041 1.931
O -1.382 1.009 -0.529
O 1.321 -0.932 -1.711
O -0.776 -1.918 -0.845
H -0.168 -2.116 2.269
H -0.716 1.202 1.121
H 1.302 -0.012 -1.343
H 1.481 1.997 0.575
H -0.600 1.496 -0.856
H -1.297 -1.088 -0.937
H -0.098 -0.679 1.794
H 1.872 2.114 -0.883
H -0.001 -2.013 -1.415
H -0.958 0.942 2.568
H -0.416 -1.748 0.252
H 1.889 -0.854 -2.461
H -2.137 1.504 -0.817
*
```

***

One value per record, in order, for energy relative to the best compared isomer or geometry (same formula, charge and spin): 0.565 0.741 0.497 eV.
One value per record, in order, for molar mass: 156.0 156.0 109.1 g/mol.